(1)
{
  "formula": "C7H8OS",
  "method": "ωB97M-V/def2-TZVPD",
  "elements": ["C", "C", "C", "C", "C", "C", "C", "O", "S", "H", "H", "H", "H", "H", "H", "H", "H"],
  "coordinates": [[-1.63582, 0.73305, -1.24471], [-2.75053, 1.20147, -0.57201], [-1.77833, -0.81132, 0.50706], [-1.04444, -0.37291, -0.60110], [3.13738, 0.69396, 0.97205], [1.93187, 0.30411, 1.35192], [0.17543, -0.88789, -1.11808], [0.28998, -2.25920, -1.14079], [-3.08815, 0.25985, 0.87242], [-1.25894, 1.18463, -2.10530], [-3.45356, 1.95238, -0.94392], [-1.46574, -1.47734, 1.24155], [4.02909, -0.03411, 1.05895], [3.12597, 1.59831, 0.40392], [1.67893, -0.52741, 1.93425], [1.03802, 0.78742, 1.10053], [1.06883, -2.34500, -1.71675]],
  "atomic_forces_ev_per_a": [[-2.20, 0.83, 2.21], [0.29, -0.53, -0.28], [0.10, 1.84, -0.99], [0.19, 0.22, 0.30], [0.46, -2.00, -0.04], [0.56, 0.01, 0.07], [-1.75, -1.98, 0.67], [1.60, 1.38, -0.65], [0.53, 0.04, -1.56], [0.49, 0.53, -1.30], [0.37, -0.23, 0.43], [0.44, -1.22, 0.91], [-1.31, 1.81, 0.09], [0.86, 0.38, -0.42], [0.35, -1.59, 0.72], [-0.91, 1.41, -0.41], [-0.08, -0.90, 0.23]],
  "e_above_lowest_kcal_mol": 30.95,
  "multiplicity": 3,
  "lumo_ev": [0.78, -1.06],
  "e_homo_ev": [-6.9, -8.9],
  "total_charge": 0,
  "s2": 2.028
}

***

(2)
{
  "formula": "C27H67N5O7S",
  "method": "ωB97M-V/def2-TZVPD",
  "elements": ["C", "N", "C", "C", "C", "C", "C", "C", "C", "C", "C", "C", "O", "S", "O", "O", "H", "H", "H", "H", "H", "H", "H", "H", "H", "H", "H", "H", "H", "H", "H", "H", "H", "H", "H", "H", "H", "H", "H", "C", "C", "C", "O", "C", "N", "H", "H", "H", "H", "H", "H", "H", "H", "H", "H", "H", "C", "C", "C", "O", "C", "N", "H", "H", "H", "H", "H", "H", "H", "H", "H", "H", "H", "C", "C", "C", "O", "C", "N", "H", "H", "H", "H", "H", "H", "H", "H", "H", "H", "H", "C", "C", "C", "O", "C", "N", "H", "H", "H", "H", "H", "H", "H", "H", "H", "H", "H"],
  "coordinates": [[0.43024, 6.60507, 2.17769], [-0.33352, 5.75165, 1.26681], [-0.92955, 4.59532, 1.95305], [-0.83101, 3.30256, 1.14167], [-0.63502, 2.10445, 2.07569], [0.71735, 2.06992, 2.83410], [1.92084, 2.82100, 2.25923], [2.80126, 2.07247, 1.24210], [3.21832, 0.69446, 1.73926], [2.24345, 2.02850, -0.17388], [-0.93695, 0.79271, 1.35561], [-2.44337, 0.65654, 1.08619], [-3.12942, 1.93042, 1.12401], [-2.39795, 3.04539, 0.25613], [-2.11778, 2.50544, -1.04186], [-3.20437, 4.21160, 0.31236], [1.16820, 6.04838, 2.76835], [0.96698, 7.35534, 1.60760], [-0.25588, 7.09370, 2.86377], [0.32483, 5.39750, 0.58176], [-1.96714, 4.80151, 2.19760], [-0.40989, 4.44270, 2.90310], [-0.07835, 3.36222, 0.36525], [-1.42551, 2.20400, 2.82012], [0.53143, 2.47707, 3.82589], [0.96759, 1.02841, 3.00634], [2.57689, 3.03148, 3.10376], [1.65674, 3.79138, 1.84582], [3.72062, 2.65740, 1.18135], [3.47053, 0.77270, 2.79727], [4.12002, 0.36356, 1.23376], [2.42337, -0.04122, 1.64545], [1.26652, 1.56462, -0.24199], [2.91186, 1.42838, -0.79113], [2.23382, 3.01959, -0.62086], [-0.44026, 0.72229, 0.39470], [-0.65458, -0.03268, 2.00130], [-2.90892, 0.00430, 1.81420], [-2.59133, 0.24278, 0.09448], [-2.51215, 2.70083, -4.60678], [-1.88834, 1.31222, -4.54956], [-0.39527, 1.28663, -4.89947], [-0.11164, 1.39182, -6.28510], [-0.09120, 2.70762, -6.80127], [-2.66302, 0.40377, -5.40246], [-2.67775, 3.03055, -5.63329], [-3.48018, 2.69682, -4.10795], [-1.88222, 3.43690, -4.10436], [-1.97340, 0.96048, -3.51767], [0.00359, 0.31511, -4.59616], [0.15716, 2.05515, -4.34168], [0.30292, 3.41826, -6.06858], [-1.08451, 3.03241, -7.12037], [0.56180, 2.70803, -7.67435], [-2.30489, -0.54036, -5.28685], [-2.44338, 0.63687, -6.36741], [1.67346, -3.17023, -4.33036], [0.28728, -3.74091, -4.60654], [0.28394, -4.90405, -5.60694], [0.43179, -4.51795, -6.95828], [1.76275, -4.31121, -7.39177], [-0.59879, -2.64693, -5.01168], [2.03877, -2.55374, -5.15129], [1.64794, -2.53621, -3.44252], [2.39917, -3.96646, -4.15318], [-0.09664, -4.13902, -3.66209], [-0.69119, -5.39492, -5.55203], [1.03879, -5.65468, -5.33867], [2.45349, -5.00731, -6.90656], [2.09226, -3.28546, -7.20930], [1.78751, -4.48746, -8.46652], [-1.54919, -2.99855, -5.09579], [-0.34664, -2.38624, -5.96266], [1.75295, -5.13338, 1.36200], [1.57911, -4.01351, 0.34212], [1.02125, -2.71286, 0.93425], [-0.36856, -2.73617, 1.20096], [-0.73575, -3.29022, 2.44859], [0.76377, -4.49828, -0.77352], [0.79924, -5.58548, 1.63490], [2.37605, -5.92410, 0.94612], [2.23288, -4.76846, 2.27251], [2.57070, -3.77402, -0.05380], [1.16017, -1.91891, 0.19431], [1.57493, -2.41522, 1.83580], [0.01153, -3.05309, 3.21022], [-0.87778, -4.37196, 2.39073], [-1.68784, -2.84346, 2.74027], [0.73783, -3.77999, -1.49300], [-0.19793, -4.55888, -0.44865], [-2.31581, -0.79857, 7.39731], [-1.70255, 0.42026, 6.71657], [-0.92696, 0.08758, 5.43483], [0.35076, -0.48307, 5.64481], [0.35580, -1.88079, 5.86864], [-0.88685, 1.15051, 7.68964], [-1.56638, -1.38922, 7.92403], [-3.05262, -0.48292, 8.13462], [-2.81703, -1.44577, 6.67454], [-2.52525, 1.07732, 6.41839], [-0.74106, 1.02248, 4.89931], [-1.52323, -0.55416, 4.76973], [-0.42955, -2.37276, 5.28909], [0.23383, -2.12355, 6.92658], [1.32459, -2.26304, 5.54592], [-0.56629, 2.02234, 7.27790], [-0.03624, 0.61663, 7.84776]],
  "atomic_forces_ev_per_a": [[-0.29, -0.22, -0.11], [0.34, -0.33, 0.00], [0.58, 0.47, -0.01], [-0.94, 0.07, 0.69], [0.27, -0.39, -0.16], [-0.38, 0.52, -0.19], [0.39, -0.51, -0.04], [-0.06, 0.18, -0.07], [0.00, 0.38, 0.43], [0.49, -0.20, -0.04], [-0.62, 0.14, 0.09], [0.38, -0.25, -0.49], [0.17, 0.17, 0.22], [0.04, 0.25, -0.95], [0.38, -0.44, 0.03], [-0.38, 0.23, 0.46], [0.02, -0.08, 0.12], [-0.05, 0.20, -0.07], [0.00, 0.17, 0.09], [-0.12, 0.05, -0.12], [-0.15, 0.06, 0.00], [0.10, -0.17, 0.13], [0.13, -0.08, -0.20], [0.00, 0.04, 0.26], [0.04, 0.11, 0.11], [0.15, -0.17, 0.05], [0.04, 0.10, 0.13], [-0.20, 0.16, -0.03], [0.10, 0.12, -0.01], [0.02, -0.15, 0.14], [-0.04, -0.23, -0.25], [-0.03, -0.16, -0.15], [-0.23, 0.04, 0.02], [0.04, -0.06, -0.13], [-0.27, 0.16, -0.04], [0.40, -0.08, 0.02], [0.25, -0.22, -0.13], [-0.33, 0.23, 0.21], [-0.17, -0.17, -0.06], [-0.04, 0.09, 0.08], [-0.07, 0.12, -0.18], [0.07, -0.19, 0.17], [0.06, 0.10, 0.01], [0.01, -0.11, -0.10], [0.14, -0.10, 0.01], [0.04, -0.03, -0.03], [-0.01, -0.03, -0.01], [0.00, 0.00, 0.01], [0.05, -0.03, 0.01], [-0.02, -0.03, -0.08], [-0.07, 0.07, -0.01], [-0.03, 0.02, 0.02], [0.00, 0.08, 0.06], [0.01, -0.02, 0.01], [-0.01, 0.00, 0.11], [-0.10, 0.03, -0.01], [0.12, -0.06, 0.15], [0.13, 0.18, -0.04], [-0.17, -0.09, 0.08], [0.10, -0.01, 0.00], [-0.09, 0.04, -0.09], [-0.16, -0.10, -0.15], [-0.06, 0.00, -0.05], [-0.03, 0.05, -0.03], [0.00, -0.01, 0.00], [-0.02, -0.11, -0.04], [-0.01, 0.02, -0.04], [0.05, 0.06, 0.03], [0.01, 0.01, 0.03], [0.07, -0.03, 0.05], [-0.03, -0.02, 0.00], [0.00, 0.00, 0.09], [0.04, 0.10, 0.04], [0.08, -0.02, 0.04], [-0.13, -0.13, 0.10], [0.12, 0.15, -0.12], [-0.04, 0.01, 0.06], [-0.09, 0.08, -0.10], [-0.01, 0.21, -0.06], [-0.04, 0.04, -0.01], [-0.03, -0.01, -0.04], [-0.01, 0.01, 0.00], [0.00, 0.07, 0.00], [-0.05, 0.00, -0.01], [0.00, -0.08, 0.02], [0.02, -0.09, 0.03], [0.09, -0.02, 0.07], [0.01, 0.02, -0.02], [0.06, -0.08, -0.07], [0.01, -0.10, 0.00], [-0.10, -0.02, -0.01], [0.08, -0.15, 0.14], [-0.06, 0.17, -0.09], [-0.04, -0.09, -0.07], [0.14, 0.09, 0.04], [0.08, 0.04, -0.19], [0.04, 0.01, -0.02], [0.03, 0.03, 0.02], [0.01, 0.00, 0.00], [0.01, 0.02, -0.06], [0.03, -0.03, 0.04], [-0.03, -0.04, 0.05], [-0.05, -0.04, 0.06], [-0.08, -0.04, -0.01], [0.00, 0.03, -0.03], [-0.08, 0.04, 0.06], [-0.04, -0.02, 0.08]],
  "smiles": "CNC[C@H]1[C@H](CCC(C)C)CCOS1(=O)=O.COC[C@@H](C)N.COC[C@@H](C)N.COC[C@@H](C)N.COC[C@@H](C)N",
  "lumo_ev": 0.40,
  "e_homo_ev": -8.7,
  "total_charge": 0
}

***

(3)
{
  "formula": "C19H14N3O3S5SbTc",
  "method": "ωB97M-V/def2-TZVPD",
  "elements": ["Tc", "O", "C", "C", "C", "C", "C", "C", "C", "N", "N", "C", "O", "C", "C", "C", "C", "C", "C", "H", "H", "H", "H", "H", "H", "H", "H", "H", "H", "O", "N", "C", "C", "C", "C", "C", "S", "H", "H", "H", "H", "S", "Sb", "S", "S", "S"],
  "coordinates": [[0.36921, -0.89967, -0.40379], [2.19700, -1.07886, -0.25446], [3.31666, -0.39274, -0.53954], [4.54171, -1.02130, -0.37949], [5.70124, -0.33283, -0.68644], [5.65346, 0.98460, -1.14062], [4.42835, 1.60661, -1.27025], [3.24383, 0.92873, -0.97116], [1.98322, 1.64151, -1.06234], [0.83216, 1.13456, -0.84589], [-0.23851, 2.02412, -0.95201], [-1.32643, 1.36426, -0.75688], [-1.33674, 0.07930, -0.49461], [-2.63581, 2.04692, -0.82191], [-2.69534, 3.43512, -0.90703], [-3.92439, 4.07038, -0.95151], [-5.09609, 3.32357, -0.91512], [-5.03647, 1.93866, -0.84089], [-3.80698, 1.29825, -0.79136], [4.55969, -2.04606, -0.03438], [6.65595, -0.83009, -0.57213], [6.56389, 1.51569, -1.38129], [4.36911, 2.63484, -1.60790], [2.00884, 2.70005, -1.30834], [-1.77384, 4.00001, -0.93840], [-3.97090, 5.14987, -1.01609], [-6.05603, 3.82328, -0.94153], [-5.94868, 1.35633, -0.82375], [-3.74191, 0.21993, -0.73741], [0.30970, -0.56215, 1.67184], [-0.56020, -1.29543, 2.36512], [-0.72710, -0.95255, 3.66101], [-1.61269, -1.62396, 4.45539], [-2.34569, -2.67700, 3.90484], [-2.13935, -3.02152, 2.59218], [-1.21704, -2.32730, 1.79942], [-0.89918, -2.76529, 0.14720], [-0.11609, -0.12171, 3.97702], [-1.72547, -1.32666, 5.48735], [-3.07289, -3.21083, 4.50126], [-2.68076, -3.83269, 2.12591], [0.67523, -4.92380, -2.15164], [1.19967, -3.09946, -3.72127], [0.33831, -1.11804, -2.80578], [2.35900, -4.36915, -1.04530], [3.37834, -3.44749, -2.61802]],
  "atomic_forces_ev_per_a": [[-0.56, -0.24, -0.32], [0.58, 0.20, 0.32], [-0.56, -0.39, 0.00], [0.27, -0.02, -0.01], [-0.02, -0.04, 0.03], [-0.06, -0.02, 0.01], [0.09, 0.02, -0.01], [-0.16, 0.32, -0.07], [0.28, 0.07, -0.05], [-0.09, 0.16, 0.03], [0.35, -0.32, 0.05], [-0.29, -0.25, 0.02], [-0.05, 0.36, 0.07], [0.05, -0.01, 0.03], [-0.03, 0.03, -0.02], [-0.01, -0.01, 0.00], [0.01, -0.02, 0.02], [0.02, 0.02, 0.00], [-0.02, 0.01, -0.01], [0.02, 0.03, 0.00], [0.00, 0.01, -0.01], [0.00, -0.01, 0.00], [0.00, -0.01, 0.01], [0.02, -0.03, -0.02], [-0.01, 0.00, 0.01], [0.00, -0.01, 0.01], [0.00, -0.01, -0.02], [0.01, 0.00, 0.01], [-0.01, 0.00, 0.01], [-0.12, -0.01, -0.03], [0.17, 0.06, -0.03], [-0.02, 0.04, 0.00], [0.00, -0.04, 0.02], [-0.02, 0.01, 0.01], [0.02, -0.04, -0.05], [-0.06, -0.03, 0.06], [0.30, 0.24, -0.14], [0.00, 0.01, -0.02], [-0.02, 0.01, -0.02], [0.03, -0.01, 0.00], [0.01, 0.00, 0.02], [-0.03, 0.00, 0.01], [0.00, -0.03, -0.09], [-0.03, -0.01, 0.17], [-0.02, -0.04, 0.02], [0.00, 0.00, -0.01]],
  "e_above_lowest_kcal_mol": 0.55,
  "multiplicity": 2,
  "lumo_ev": [-1.20, -1.02],
  "e_homo_ev": [-7.4, -7.4],
  "total_charge": 0,
  "s2": 0.759
}

***

Total energy list, top to bottom, in eV: -20265.638, -61701.204, -93456.659